1.
C30H51Br6N7 as an isolated structure in a non-equilibrium geometry, computed with ωB97M-V/def2-TZVPD.

Geometry as ORCA input:
```
! RIJCOSX wB97M-V def2-TZVPD def2/J DEFGRID3
* xyz 0 1
C 17.69912 7.72844 13.48633
C 16.67053 7.93870 12.42492
C 15.51418 8.92889 12.79312
C 16.14115 10.22232 13.01275
N 16.71707 11.20994 13.02776
H 18.18784 8.74141 13.70480
H 18.51080 7.12918 13.04672
H 17.33166 7.15406 14.40741
H 16.13776 6.93347 12.33436
H 17.16393 8.19446 11.45774
H 15.06034 8.47945 13.68416
H 14.79858 8.94227 11.96148
C 16.47742 14.79737 9.61664
C 15.65822 15.10223 8.33318
C 14.19170 15.41559 8.63386
C 13.38831 14.44129 9.39099
N 12.86211 13.62140 10.01029
H 15.97466 13.94026 10.11160
H 16.28609 15.59233 10.37268
H 17.56803 14.84759 9.55391
H 15.72712 14.15139 7.75781
H 16.19688 15.92402 7.82893
H 13.79951 15.60128 7.63328
H 14.07224 16.38446 9.16793
C 8.54354 14.31275 20.49669
C 9.65651 15.19560 19.97418
C 9.03901 16.38528 19.23229
C 8.27725 16.05858 17.92948
N 7.59643 15.77427 17.05548
H 8.81019 13.58757 21.23997
H 8.09380 13.70670 19.71494
H 7.77387 15.00837 20.88208
H 10.30132 14.54597 19.37847
H 10.20305 15.60798 20.76057
H 9.84170 17.00696 18.83608
H 8.35725 16.95472 19.86134
C 12.88991 10.63037 17.99771
C 14.10676 11.52282 17.67024
C 14.66124 11.19689 16.29982
C 15.25480 9.87757 16.30812
N 15.59164 8.77057 16.38604
H 12.71663 10.38863 19.05822
H 12.98920 9.64394 17.46661
H 11.94907 11.13319 17.70044
H 14.89186 11.48880 18.39819
H 13.71490 12.49439 17.67748
H 15.33709 11.93661 15.92802
H 13.74266 11.06659 15.63907
C 11.24260 20.69425 14.09078
C 10.32531 19.50109 13.74380
C 10.62043 18.23199 14.58415
C 10.29004 18.45667 16.00476
N 9.90441 18.82529 16.99026
H 11.66640 20.71190 15.08238
H 10.74520 21.68081 13.94875
H 12.05452 20.60386 13.35844
H 10.41867 19.20835 12.64009
H 9.34195 19.80898 13.97439
H 11.67608 17.95172 14.55481
H 10.01297 17.45454 14.19110
C 8.96600 10.98138 13.93438
C 8.86312 12.42608 13.56083
C 8.54167 13.36456 14.75639
C 9.29087 12.94982 15.96495
N 9.95422 12.74604 16.86170
H 8.98297 10.38493 13.01326
H 8.08253 10.56769 14.44801
H 9.88027 10.71226 14.51583
H 8.09897 12.54458 12.79146
H 9.83416 12.74248 13.10885
H 7.46208 13.37496 14.98037
H 8.87472 14.38876 14.55872
C 12.86029 13.67606 14.55666
C 14.19955 14.42849 14.26380
C 14.38775 15.07267 12.82877
C 13.23228 15.97069 12.48715
N 12.39818 16.72545 12.25620
H 12.64530 13.62824 15.66314
H 12.75065 12.69310 14.06524
H 12.06777 14.23691 14.14272
H 15.06840 13.68667 14.36457
H 14.36034 15.24084 14.89800
H 14.43029 14.30037 12.03560
H 15.31261 15.63983 12.78612
C 18.88516 17.45042 12.85857
Br 18.38200 15.66781 13.02461
Br 19.82537 18.12170 14.46975
Br 17.27760 18.60796 12.32058
H 19.58030 17.60373 12.00276
C 10.28538 15.57512 10.24286
Br 8.94616 15.71173 11.63247
Br 10.51862 17.15106 9.28341
Br 9.90836 14.05320 9.02343
H 11.13323 15.30267 10.79832
*
```

**Energy**: -462619.172 eV
**HOMO energy**: -10.14 eV

The computed Löwdin charges, all in e, follow: C -0.149; C -0.292; C -0.179; C -0.264; N 0.155; H 0.091; H 0.067; H 0.096; H 0.125; H 0.120; H 0.099; H 0.120; C -0.120; C -0.244; C -0.190; C -0.236; N 0.149; H 0.073; H 0.044; H 0.070; H 0.119; H 0.116; H 0.116; H 0.124; C -0.115; C -0.260; C -0.171; C -0.207; N 0.137; H 0.062; H 0.069; H 0.082; H 0.102; H 0.084; H 0.074; H 0.115; C -0.093; C -0.247; C -0.207; C -0.245; N 0.165; H 0.073; H 0.079; H 0.045; H 0.106; H 0.076; H 0.094; H 0.135; C -0.104; C -0.238; C -0.195; C -0.228; N 0.167; H 0.061; H 0.081; H 0.067; H 0.123; H 0.085; H 0.095; H 0.066; C -0.136; C -0.283; C -0.181; C -0.244; N 0.165; H 0.073; H 0.085; H 0.082; H 0.100; H 0.105; H 0.122; H 0.079; C -0.091; C -0.205; C -0.157; C -0.187; N 0.180; H 0.080; H 0.077; H 0.029; H 0.108; H 0.078; H 0.089; H 0.056; C -1.562; Br 0.632; Br 0.537; Br 0.461; H -0.013; C -1.651; Br 0.597; Br 0.624; Br 0.540; H -0.128



2.
A 2-piece molecular cluster, C5H12O overall in a non-equilibrium geometry, computed with ωB97M-V/def2-TZVPD.

Geometry as ORCA input:
```
! RIJCOSX wB97M-V def2-TZVPD def2/J DEFGRID3
* xyz 0 1
C -2.46606 1.82892 -0.96823
C -1.40444 2.57353 -0.65365
C -0.42776 3.04427 -1.63627
H -3.06123 1.34916 -0.20061
H -2.76938 1.60358 -1.98215
H -1.25492 2.76446 0.40271
H 0.63671 3.01418 -1.42770
H -0.48900 2.63478 -2.65105
H -0.62463 4.10505 -1.88904
C 2.23266 -2.15057 1.75597
C 0.80584 -1.99873 1.26326
O 0.64767 -2.80677 0.09705
H 2.47443 -3.22491 1.78659
H 3.08928 -1.74941 1.22838
H 2.37917 -1.90003 2.81476
H 0.61422 -0.95206 0.99760
H 0.04487 -2.29119 1.97436
H 1.41579 -2.75483 -0.43688
*
```

**Energy above the lowest of the compared OMol25 structures with the same formula, charge and spin**: 41.06 kcal/mol
**Energy**: -7425.531 eV
**HOMO energy**: -9.48 eV
**SMILES**: C=CC.CCO

The computed Löwdin charges, all in e, follow: C -0.017; C -0.252; C -0.142; H 0.046; H 0.054; H 0.090; H 0.067; H 0.075; H 0.080; C -0.105; C -0.300; O -0.079; H 0.077; H 0.068; H 0.072; H 0.103; H 0.110; H 0.054



3.
C20H45IrN2OP3S as an isolated structure in a non-equilibrium geometry, computed with ωB97M-V/def2-TZVPD.

Geometry as ORCA input:
```
! RIJCOSX wB97M-V def2-TZVPD def2/J DEFGRID3
* xyz 4 6
Ir -0.06877 0.13071 0.43472
P -1.18949 0.95756 2.16531
P -0.61278 -2.21288 0.91378
P -0.04778 2.21412 -0.84458
H -1.52049 -4.25153 -8.03890
C -0.82861 -3.48231 -8.39926
C 0.48943 -3.70863 -8.47766
H 0.92494 -4.66741 -8.17625
C -2.98728 1.26671 1.88517
C -1.45986 -0.04925 3.68874
C -0.78612 2.68404 2.67203
C 0.10658 -3.38372 -0.30242
C 0.03999 -2.92666 2.47355
C -2.42214 -2.53352 0.89542
C 0.78910 2.13097 -2.47824
C 0.89507 3.63394 -0.15338
C -1.74233 2.80297 -1.25471
H -1.27057 -2.54199 -8.74630
H 1.17776 -2.96038 -8.88513
H -3.43918 1.65015 2.80862
H -3.49521 0.33943 1.61298
H -3.13942 2.00785 1.09950
H -1.92948 0.56442 4.46460
H -0.56883 -0.51021 4.11863
H -2.17436 -0.84422 3.46057
H -1.67913 3.29942 2.58163
H -0.03899 3.10520 2.00893
H -0.42245 2.75094 3.69748
H 0.09514 -4.41591 0.07614
H 1.14558 -3.07556 -0.47897
H -0.43637 -3.33908 -1.25484
H -0.67101 -3.65173 2.89720
H 0.25386 -2.15139 3.21568
H 0.98294 -3.44341 2.24937
H -2.62934 -3.61346 0.92541
H -2.84557 -2.12302 -0.03115
H -2.91774 -2.05050 1.74881
H 1.06489 3.14410 -2.80460
H 0.14515 1.66627 -3.23660
H 1.69651 1.52307 -2.36451
H 1.29081 4.24225 -0.98066
H 1.74263 3.23047 0.41759
H 0.26878 4.27191 0.48110
H -1.71027 3.49988 -2.10536
H -2.20094 3.30551 -0.39211
H -2.35693 1.93578 -1.53448
C 0.18562 -1.02484 -2.54619
C -1.20946 -1.15762 -2.83165
C -1.63700 -1.44539 -4.12291
C -0.71274 -1.66233 -5.14830
C 0.66063 -1.58420 -4.88223
C 1.10855 -1.30619 -3.60498
O 0.70370 -0.63707 -1.39310
H -1.56706 0.16447 -0.09530
H -1.93118 -1.02063 -2.02518
H -2.70751 -1.50761 -4.32583
H -1.04544 -1.90462 -6.15894
H 1.38682 -1.75248 -5.67931
H 2.16854 -1.26079 -3.35463
C 4.42502 1.14101 4.02237
N 3.26450 1.93882 3.57535
C 2.03166 1.30158 3.77805
S 1.62303 0.09560 2.58893
N 1.43140 1.43945 4.96247
C 1.95645 2.29358 6.05158
H 4.13203 0.40501 4.79494
H 5.17067 1.84782 4.41266
H 4.85732 0.60523 3.16320
H 3.35089 2.18381 2.57806
H 0.59371 0.87527 5.14908
H 1.96721 3.36257 5.77441
H 1.29504 2.18466 6.92054
H 2.97989 2.00398 6.34409
*
```

**Energy above the lowest of the compared OMol25 structures with the same formula, charge and spin**: 11.70 kcal/mol
**Energy**: -67993.863 eV
**HOMO energy (spin up / spin down)**: -15.73 / -19.31 eV

The computed Löwdin charges, all in e, follow: Ir 0.696; P 0.548; P 0.722; P 0.733; H 0.134; C 0.214; C 0.238; H 0.135; C -0.228; C -0.239; C -0.208; C -0.225; C -0.243; C -0.226; C -0.226; C -0.239; C -0.226; H 0.130; H 0.134; H 0.082; H 0.048; H 0.038; H 0.083; H 0.004; H 0.053; H 0.071; H -0.004; H 0.048; H 0.082; H 0.059; H 0.046; H 0.081; H -0.019; H 0.068; H 0.078; H 0.041; H 0.039; H 0.073; H 0.055; H 0.055; H 0.066; H 0.043; H 0.053; H 0.075; H 0.048; H 0.043; C -0.367; C 0.016; C -0.009; C -0.008; C -0.024; C 0.055; O -0.260; H -0.070; H 0.097; H 0.138; H 0.102; H 0.124; H 0.148; C -0.034; N 0.014; C -0.727; S 0.808; N 0.022; C 0.004; H 0.113; H 0.119; H 0.107; H 0.135; H 0.134; H 0.116; H 0.114; H 0.105



Among the records above, which one has the highest energy?
C5H12O



Which of these has the highest energy?
C5H12O



Look up the energy of the first one.
-462619.172 eV